[1]
Entry from the OMol25 dataset: a molecular structure, C40H27BrF4O3PPtS (the ωB97M-V functional and the def2-TZVPD basis).

Computed properties:
Multiplicity ... 1
Lowest unoccupied orbital energy ... -5.0 eV
Energy ... -152336.3450 eV
Net charge ... +1

XYZ file:
```
78
Properties=species:S:1:pos:R:3:lowdin_charge:R:1
Pt 0.8233 0.7664 -1.1694 0.918
F 5.1280 -4.0358 -4.1703 0.167
C 4.1022 -3.4188 -3.6151 -0.122
C 2.8218 -3.9038 -3.7883 -0.127
F 2.6066 -4.9937 -4.5073 0.157
C 1.7674 -3.2369 -3.1907 -0.207
F 0.5502 -3.7612 -3.3555 0.113
C 1.9344 -2.0792 -2.4383 -0.260
P 0.4157 -1.3324 -1.7531 0.963
C -0.8168 -1.2316 -3.0523 -0.355
C -0.4561 -1.1077 -4.3901 -0.074
C -1.4349 -0.8819 -5.3438 -0.042
C -2.7644 -0.7699 -4.9656 -0.050
C -3.1236 -0.8754 -3.6286 -0.057
C -2.1511 -1.0972 -2.6694 -0.091
C -0.1039 -2.4943 -0.4803 -0.338
C -1.0087 -3.5163 -0.7580 -0.077
C -1.2856 -4.4680 0.2128 -0.059
C -0.6624 -4.4033 1.4503 -0.062
C 0.2407 -3.3847 1.7275 -0.061
C 0.5221 -2.4304 0.7647 -0.097
C 3.2484 -1.6300 -2.2368 -0.545
Br 3.7487 -0.1965 -1.1176 0.909
C 4.3073 -2.2925 -2.8319 -0.259
F 5.5572 -1.8823 -2.6581 0.095
H 0.5828 -1.1607 -4.6875 0.116
H -1.1547 -0.7804 -6.3833 0.118
H -3.5237 -0.5878 -5.7142 0.114
H -4.1593 -0.7741 -3.3335 0.111
H -2.4287 -1.1573 -1.6230 0.098
H -1.4822 -3.5790 -1.7286 0.108
H -1.9820 -5.2670 -0.0049 0.113
H -0.8777 -5.1512 2.2023 0.112
H 0.7293 -3.3379 2.6917 0.112
H 1.2304 -1.6373 0.9759 0.095
C 3.3079 4.3908 1.7546 -0.035
C 2.7801 3.9591 0.4153 -0.251
C 3.6489 3.8095 -0.6755 -0.007
C 3.2002 3.3786 -1.9082 -0.051
C 1.8451 3.1144 -2.0807 -0.310
C 0.9484 3.2888 -1.0246 -0.160
C 1.4341 3.7024 0.2237 -0.033
S 1.2769 2.3201 -3.5748 0.477
O 2.1068 2.6884 -4.6746 -0.253
O -0.1416 2.5270 -3.6450 -0.291
O 1.5943 0.8851 -3.1280 -0.543
H 4.0973 5.1333 1.6457 0.088
H 3.7308 3.5407 2.2944 0.090
H 2.5181 4.8208 2.3697 0.069
H 4.7013 4.0320 -0.5433 0.128
H 3.8783 3.2460 -2.7409 0.129
H -0.1199 3.2250 -1.2114 0.116
H 0.7323 3.8570 1.0353 0.113
C -0.1583 0.6966 0.4516 -0.170
C -0.8489 0.6573 1.4718 -0.069
C -1.5339 0.7163 2.6536 -0.071
C -1.2852 1.8527 3.5352 -0.171
C -2.3135 2.3832 4.3233 -0.013
C -2.0773 3.4957 5.1112 -0.046
C -0.8134 4.0697 5.1407 -0.042
C 0.2162 3.5451 4.3663 -0.055
C -0.0205 2.4548 3.5529 -0.013
C -2.4771 -0.3278 3.0095 -0.170
C -3.1059 -1.0731 2.0022 0.001
C -4.0183 -2.0544 2.3317 -0.050
C -4.2860 -2.3306 3.6681 -0.041
C -3.6428 -1.6238 4.6769 -0.046
C -2.7513 -0.6187 4.3540 -0.011
H -3.3032 1.9483 4.2821 0.125
H -2.8797 3.9180 5.7002 0.116
H -0.6293 4.9320 5.7677 0.116
H 1.2012 3.9908 4.4015 0.105
H 0.7711 2.0367 2.9438 0.115
H -2.8872 -0.8490 0.9658 0.111
H -4.5226 -2.6071 1.5513 0.114
H -4.9981 -3.1040 3.9250 0.116
H -3.8393 -1.8575 5.7142 0.116
H -2.2366 -0.0799 5.1378 0.124
```


[2]
Entry from the OMol25 dataset: 3 unconnected molecules or ions with the total composition C40H29Br2NO8P2 (the ωB97M-V functional and the def2-TZVPD basis).

Computed properties:
Multiplicity ... 1
SMILES ... C[C@H](Br)Cc1cc(P(O)Br)c2c(c1P(C)O)C(=O)NC2=O.O=C1c2ccccc2C(=O)c2ccccc21.O=C1c2ccccc2C(=O)c2ccccc21
Lowest unoccupied orbital energy ... -1.2 eV
Energy ... -218486.7123 eV

XYZ file:
```
82
Properties=species:S:1:pos:R:3:lowdin_charge:R:1
C 0.2485 1.4988 3.1213 -0.145
C 0.5601 1.9587 1.6943 -0.692
Br 0.7777 3.9138 1.7755 0.716
C -0.5798 1.6393 0.6873 -0.202
C -0.2753 0.4539 -0.2102 -0.188
C -0.0479 -0.7516 0.4592 -0.072
C 0.1871 -1.9567 -0.1822 -0.332
P 0.6166 -3.5217 0.6862 0.650
O -0.6089 -4.4886 0.2459 -0.369
Br -0.0006 -2.9956 2.7985 0.398
C 0.1488 -1.9359 -1.5729 -0.135
C -0.0605 -0.7397 -2.2563 -0.081
C -0.2416 0.4947 -1.6168 -0.210
P -0.4886 2.0955 -2.4947 0.918
C 0.7282 3.1815 -1.6355 -0.271
O 0.2202 1.9743 -3.9619 -0.315
C -0.0489 -1.0989 -3.7148 -0.404
O -0.5061 -0.5389 -4.6649 0.131
N 0.5658 -2.4022 -3.8201 0.185
C 0.3861 -3.0223 -2.5530 -0.407
O 0.4391 -4.2125 -2.3640 0.105
H 0.5863 0.4732 3.2910 0.064
H 0.7329 2.1423 3.8530 0.055
H -0.8233 1.5506 3.3192 0.083
H 1.4949 1.5275 1.3479 0.059
H -1.4374 1.3233 1.2892 0.124
H -0.9077 2.5236 0.1522 0.062
H -0.0483 -0.7525 1.5408 0.035
H -0.2565 -5.3376 -0.0479 0.062
H 0.1845 3.9837 -1.1397 0.008
H 1.3722 2.6605 -0.9283 0.023
H 1.3368 3.6379 -2.4172 0.047
H 1.0633 1.5043 -3.9467 0.063
H 0.0021 -2.9281 -4.4887 0.158
O -6.2445 -1.9106 1.4036 0.107
C -6.2294 -1.4009 0.3036 -0.277
C -7.3321 -0.5026 -0.1448 -0.083
C -8.3796 -0.2343 0.7276 -0.003
C -9.3966 0.6222 0.3426 -0.058
C -9.3717 1.2159 -0.9149 -0.057
C -8.3375 0.9416 -1.7932 -0.002
C -7.3170 0.0786 -1.4142 -0.082
C -6.2218 -0.2152 -2.3837 -0.277
O -6.2362 0.2479 -3.5031 0.111
C -5.1082 -1.0951 -1.9261 -0.078
C -4.0560 -1.3576 -2.7944 0.018
C -2.9981 -2.1474 -2.3783 -0.040
C -2.9805 -2.6843 -1.0951 -0.036
C -4.0371 -2.4362 -0.2345 0.015
C -5.1031 -1.6445 -0.6433 -0.080
H -8.3853 -0.6989 1.7038 0.120
H -10.2103 0.8324 1.0242 0.107
H -10.1628 1.8928 -1.2094 0.107
H -8.3094 1.3925 -2.7755 0.121
H -4.0721 -0.9332 -3.7892 0.126
H -2.1895 -2.3383 -3.0678 0.094
H -2.1587 -3.2956 -0.7601 0.076
H -4.0406 -2.8515 0.7643 0.123
O 7.7495 -0.3776 3.4763 0.111
C 6.9528 0.1011 2.6988 -0.276
C 5.5975 -0.4935 2.5188 -0.078
C 5.2340 -1.6039 3.2739 0.007
C 3.9659 -2.1474 3.1434 -0.040
C 3.0569 -1.5820 2.2568 -0.095
C 3.4227 -0.4899 1.4922 -0.004
C 4.6898 0.0594 1.6152 -0.077
C 5.0493 1.2298 0.7669 -0.272
O 4.2663 1.6724 -0.0489 0.097
C 6.3943 1.8381 0.9616 -0.082
C 6.7465 2.9527 0.2108 -0.001
C 7.9822 3.5483 0.3976 -0.055
C 8.8706 3.0334 1.3354 -0.054
C 8.5289 1.9164 2.0788 -0.001
C 7.2926 1.3116 1.8933 -0.080
H 5.9506 -2.0292 3.9630 0.122
H 3.6804 -3.0076 3.7353 0.111
H 2.0549 -1.9862 2.1581 -0.058
H 2.7273 -0.0534 0.7890 0.096
H 6.0452 3.3459 -0.5121 0.120
H 8.2545 4.4180 -0.1855 0.108
H 9.8326 3.5055 1.4848 0.108
H 9.2131 1.5057 2.8083 0.121
```


[3]
Entry from the OMol25 dataset: a molecular structure, C40H31N8O2PbS (the ωB97M-V functional and the def2-TZVPD basis).

Computed properties:
Multiplicity ... 1
Lowest unoccupied orbital energy (alpha / beta) ... -10.8 / -11.7 eV
Energy ... -74058.6360 eV
Net charge ... +3

XYZ file:
```
83
Properties=species:S:1:pos:R:3:lowdin_charge:R:1
Pb -0.7603 -0.7199 -0.0196 1.358
C -0.0959 -4.9111 -2.1092 0.012
C -0.5923 -3.7403 -1.5345 -0.103
N 0.1612 -2.8855 -0.8684 -0.023
C 1.4797 -3.1060 -0.7479 -0.145
C 2.0933 -4.2084 -1.3994 -0.123
C 1.2582 -5.1364 -2.0579 0.054
C 3.4973 -4.3599 -1.3519 0.064
C 4.2634 -3.4913 -0.5997 -0.008
C 3.6680 -2.4942 0.1585 0.059
C 2.2781 -2.2367 0.1048 -0.179
N 1.5918 -1.3654 0.8434 0.096
C 1.9631 -0.5743 1.8578 -0.207
C 3.2279 -0.0176 2.1256 0.031
C 3.4905 0.6509 3.3125 -0.011
C 2.5178 0.7898 4.2822 0.057
C 1.1988 0.3568 4.0305 -0.124
C 0.1473 0.5226 4.9586 0.053
C -1.1181 0.0993 4.6281 0.008
C -1.3307 -0.4267 3.3513 -0.089
N -0.3642 -0.5909 2.4711 -0.011
C 0.8956 -0.2607 2.7908 -0.173
H -0.7697 -5.6079 -2.5797 0.129
H -1.6420 -3.4937 -1.6021 0.112
H 1.6960 -6.0210 -2.4915 0.140
H 3.9584 -5.1819 -1.8795 0.142
H 5.3354 -3.6188 -0.5562 0.132
H 4.2908 -1.9372 0.8393 0.110
H 4.0020 -0.0621 1.3754 0.113
H 4.4796 1.0475 3.4823 0.131
H 2.7435 1.2630 5.2248 0.141
H 0.3541 0.9700 5.9189 0.140
H -1.9399 0.1819 5.3206 0.128
H -2.3166 -0.7303 3.0272 0.120
C 1.8644 -1.0254 -4.7620 -0.013
N 2.2862 -0.2820 -3.6035 -0.107
C 3.5677 0.0743 -3.3005 0.003
C 3.5367 0.7988 -2.1591 -0.016
N 2.2192 0.8960 -1.7493 0.024
C 1.4606 0.1995 -2.6509 -0.654
S -0.2103 -0.0763 -2.6954 0.706
C 1.8075 1.7826 -0.7270 -0.254
C 2.5364 2.9597 -0.5484 0.037
C 2.1671 3.8249 0.4681 0.010
C 1.0755 3.4953 1.2598 0.000
C 0.3923 2.3273 0.9782 -0.137
N 0.7473 1.4752 0.0170 0.029
H 2.7351 -1.3559 -5.3246 0.110
H 1.2363 -0.4035 -5.4030 0.111
H 1.2757 -1.8917 -4.4595 0.086
H 4.4046 -0.1979 -3.9102 0.144
H 4.3478 1.2257 -1.6079 0.134
H 3.3567 3.2095 -1.2028 0.125
H 2.7117 4.7414 0.6302 0.134
H 0.7503 4.1452 2.0556 0.129
H -0.4828 2.0500 1.5448 0.113
O -3.0652 7.2244 -0.1845 0.179
C -2.1407 6.2976 -0.1463 -0.504
O -0.9812 6.5221 0.0806 0.130
C -2.5350 4.8529 -0.3473 -0.117
C -1.6925 4.0736 -1.1403 0.001
C -1.8590 2.7096 -1.1991 -0.045
C -2.8582 2.0973 -0.4391 -0.290
C -3.7290 2.8856 0.3211 0.000
C -3.5688 4.2580 0.3698 0.005
N -2.9150 0.7147 -0.3537 0.002
C -4.0130 0.0731 -0.4269 -0.054
C -4.1048 -1.3418 -0.1219 -0.253
C -5.3451 -1.9780 -0.1612 0.032
C -5.4358 -3.3095 0.2126 0.004
C -4.2844 -3.9527 0.6400 -0.003
C -3.0839 -3.2510 0.6412 -0.136
N -2.9898 -1.9872 0.2576 -0.014
H -3.9592 6.9423 -0.4294 0.141
H -0.9072 4.5548 -1.7028 0.133
H -1.2283 2.1060 -1.8322 0.033
H -4.5050 2.4035 0.8987 0.119
H -4.2272 4.8429 0.9946 0.131
H -4.9481 0.5578 -0.7066 0.153
H -6.2184 -1.4353 -0.4801 0.131
H -6.3809 -3.8281 0.1820 0.132
H -4.3076 -4.9825 0.9553 0.124
H -2.1654 -3.7234 0.9646 0.118
```


no.,maximum force (eV Å⁻¹)
1,0.52
2,2.05
3,1.45